<A>
C6H6N2O2 | ωB97M-V/def2-TZVPD

```
! RIJCOSX wB97M-V def2-TZVPD def2/J DEFGRID3
* xyz 0 1
C 2.014 0.322 0.042
C 1.851 -0.690 1.157
C 0.586 -1.404 0.950
C 0.181 -0.694 -1.389
C -2.844 1.774 -0.217
C -2.595 2.386 0.815
H 1.450 0.704 -1.975
H 1.871 -0.762 2.347
H 0.220 -1.933 1.745
H -0.596 -2.451 -0.374
H -3.453 1.154 -0.949
H -2.207 2.677 1.688
N 1.102 0.207 -1.112
N -0.052 -1.609 -0.288
O 2.762 1.218 0.084
O -0.291 -0.900 -2.525
*
```

Results
lowest unoccupied orbital energy	0.24	eV
HOMO energy	-9.430	eV
SMILES string	O=c1cc[nH]c(=O)[nH]1.C#C

---

<B>
C6H6N2O2 | ωB97M-V/def2-TZVPD

```
! RIJCOSX wB97M-V def2-TZVPD def2/J DEFGRID3
* xyz 0 1
C 1.273 -0.563 -0.133
C 1.140 -0.717 1.221
C -0.905 0.048 1.349
C -0.888 0.173 -0.015
C 0.239 -0.208 -0.844
C -2.150 0.654 -0.465
H 2.949 0.271 -1.219
H 3.256 -0.738 0.121
H 2.177 -1.107 1.579
H -1.718 -0.062 1.915
H 0.110 -0.170 -1.926
H -3.094 1.648 -1.418
N 2.560 -0.743 -0.789
N 0.279 -0.685 2.018
O -2.133 1.436 -1.665
O -3.097 0.762 0.270
*
```

Results
lowest unoccupied orbital energy	-0.09	eV
HOMO energy	-9.423	eV
SMILES string	Nc1cncc(C(=O)O)c1

---

Which one sits at the top of the stability order? <B> does.